(1)
An isolated molecule of C8H11N, computed with ωB97M-V/def2-TZVPD.

Geometry as XYZ:
```
20
C8H11N (ωB97M-V/def2-TZVPD)
C 0.716 -1.291 -3.357
C -0.330 -0.180 -2.972
C -0.335 -0.121 -1.480
C 0.719 -0.229 -0.573
C 0.717 -0.158 0.803
C -0.072 -1.112 1.625
C -0.555 0.267 1.600
C -0.513 1.379 2.593
N -0.508 2.225 3.383
H 0.509 -1.606 -4.361
H 0.710 -2.092 -2.684
H 1.627 -0.873 -3.119
H -0.071 0.792 -3.376
H -1.301 -0.406 -3.426
H -1.382 0.084 -1.102
H 1.671 -0.389 -1.010
H 1.555 0.245 1.427
H -0.847 -1.694 1.007
H 0.284 -1.615 2.502
H -1.284 0.654 1.021
```

Its HOMO-LUMO gap is 9.93 eV. Its LUMO energy is 0.89 eV. Its HOMO energy is -9.0 eV. The SMILES is CC/C=C/[C@@H]1C[C@H]1C#N.

(2)
An isolated molecule of C8H11N, computed with ωB97M-V/def2-TZVPD.

Geometry as XYZ:
```
20
C8H11N (ωB97M-V/def2-TZVPD)
H -3.091 2.401 0.024
N -2.256 1.808 -0.097
C -2.361 0.663 0.438
C -1.160 -0.149 0.317
C -0.488 -1.260 -0.095
C -0.507 -2.658 -0.412
C 0.338 -0.031 0.036
C 1.387 0.368 1.054
C 2.192 1.090 -0.100
C 0.943 0.882 -0.999
H -3.228 0.198 1.085
H -0.644 -2.925 -1.442
H -1.395 -3.041 0.030
H 0.387 -3.133 0.105
H 1.948 -0.296 1.599
H 0.839 1.083 1.727
H 2.403 2.097 0.062
H 2.995 0.465 -0.319
H 0.443 1.882 -0.991
H 1.253 0.555 -2.020
```

Its HOMO-LUMO gap is 9.36 eV. Its LUMO energy is 0.80 eV. Its HOMO energy is -8.6 eV. The SMILES is [H]/N=C/C1=C(C)C12CCC2.

Out of the structures above, which one is the most stable? Solution: (1).